[1]
DFT (wB97M-V/def2-TZVPD) results for C22H34BN8Os as an isolated structure in a non-equilibrium geometry.

Computed properties:
Charge: +3
Spin multiplicity: 5
Kohn-Sham gap (alpha / beta): 0.2878 / 0.2036 hartree
Total energy: -38402.9018 eV
E_HOMO (alpha / beta): -18.1805 / -18.1737 eV
LUMO level (alpha / beta): -10.35 / -12.63 eV
Expectation value of S²: 6.03

Element x y z (Å)
Os 0.362 -0.180 0.302
C 4.024 -0.337 2.114
C 3.155 -1.598 1.984
C 1.867 -1.519 2.799
C 2.912 -1.900 0.538
C 3.728 -2.640 -0.303
C 3.112 -2.627 -1.546
N 1.980 -1.925 -1.459
N 1.841 -1.461 -0.189
B 0.893 -1.712 -2.516
N 0.888 -0.208 -2.924
C 1.094 0.231 -4.166
C 0.918 1.598 -4.143
C 0.567 1.925 -2.759
N 0.596 0.808 -2.039
C 0.198 3.294 -2.373
C -0.082 3.533 -0.900
C -0.954 3.801 -3.277
N -0.457 -2.018 -1.858
C -1.423 -2.830 -2.300
C -2.480 -2.812 -1.403
C -2.098 -1.950 -0.386
N -0.872 -1.450 -0.688
C -2.853 -1.567 0.841
C -3.096 -2.779 1.746
C -4.179 -0.894 0.467
H 4.343 -0.206 3.147
H 3.479 0.558 1.807
H 4.918 -0.419 1.497
H 3.740 -2.431 2.380
H 1.150 -0.787 2.370
H 2.068 -1.191 3.818
H 1.361 -2.483 2.843
H 4.643 -3.142 -0.034
H 3.417 -3.089 -2.473
H 1.077 -2.394 -3.464
H 1.341 -0.426 -4.986
H 1.021 2.296 -4.959
H 1.069 3.910 -2.665
H -0.724 2.745 -0.501
H -0.596 4.483 -0.773
H 0.837 3.587 -0.320
H -1.881 3.294 -3.003
H -0.778 3.634 -4.339
H -1.079 4.870 -3.123
H -1.309 -3.393 -3.214
H -3.402 -3.365 -1.465
H -2.217 -0.849 1.368
H -3.665 -3.545 1.219
H -3.685 -2.479 2.612
H -2.166 -3.229 2.095
H -4.820 -1.593 -0.070
H -4.036 -0.012 -0.161
H -4.713 -0.595 1.368
C -2.547 1.345 2.980
C -1.138 1.686 2.672
N -0.363 1.290 1.660
C 0.877 1.924 1.822
C 0.837 2.690 2.935
N -0.426 2.528 3.441
H -2.980 0.669 2.253
H -3.146 2.258 2.997
H -2.617 0.895 3.972
H 1.679 1.847 1.095
H 1.574 3.341 3.375
H -0.789 2.994 4.262

[2]
DFT (wB97M-V/def2-TZVPD) results for a 2-piece molecular cluster, C5H11NOS overall in a non-equilibrium geometry.

Computed properties:
Charge: -1
ΔE to the lowest compared entry with this formula, charge and spin: 161.4 kJ/mol
Spin multiplicity: 2
Kohn-Sham gap (alpha / beta): 0.2433 / 0.1818 hartree
Total energy: -19733.6564 eV
E_HOMO (alpha / beta): -2.6646 / -2.5479 eV
LUMO level (alpha / beta): 3.95 / 2.40 eV
Expectation value of S²: 0.76

Element x y z (Å)
C 0.097 1.273 -0.501
C -0.292 1.640 0.871
C -1.268 0.501 1.500
S -0.633 -1.095 1.788
C -0.777 0.757 -1.444
N -0.073 -0.136 -2.522
C 0.597 -1.218 -1.766
O -1.997 0.905 -1.558
H 2.957 -2.325 2.989
H 1.202 1.360 -0.695
H -0.929 2.710 0.811
H 0.666 1.663 1.455
H -2.148 0.381 0.825
H -1.645 0.915 2.443
H 2.507 -2.394 3.577
H -0.910 -0.317 -3.043
H 1.739 -1.167 -2.005
H 0.354 -2.323 -2.057
H 0.551 -1.128 -0.666

[3]
DFT (wB97M-V/def2-TZVPD) results for C47H50AsCsN5O7SSi as an isolated structure in a non-equilibrium geometry.

Computed properties:
Charge: -1
ΔE to the lowest compared entry with this formula, charge and spin: 237.6 kJ/mol
Kohn-Sham gap: 0.1351 hartree
Total energy: -151426.3471 eV
E_HOMO: -3.0456 eV
LUMO level: 0.63 eV

Element x y z (Å)
Cs 1.641 0.903 -1.396
C -1.183 0.691 5.581
C -0.324 -0.476 5.178
C -0.040 -1.502 6.066
C 0.740 -2.582 5.679
C 1.220 -2.642 4.382
C 0.959 -1.629 3.465
C 1.500 -1.728 2.065
C 0.208 -0.527 3.879
N -0.135 0.507 2.996
C 0.556 1.549 2.832
C 1.866 1.882 3.498
C -0.002 2.660 1.995
C -1.119 3.408 2.678
N 0.483 2.946 0.865
C 0.105 4.057 0.099
C -1.011 4.038 -0.743
C -1.890 2.818 -0.855
C -1.275 5.157 -1.526
C -0.459 6.273 -1.484
C 0.661 6.269 -0.664
C 0.963 5.169 0.123
C 2.180 5.154 1.008
H -1.587 0.546 6.583
H -2.010 0.805 4.878
H -0.607 1.620 5.573
H -0.440 -1.456 7.072
H 0.972 -3.372 6.382
H 1.815 -3.490 4.064
H 1.477 -2.763 1.722
H 2.541 -1.391 2.032
H 0.931 -1.112 1.370
H 2.077 1.186 4.310
H 1.866 2.906 3.875
H 2.657 1.817 2.751
H -1.932 2.712 2.887
H -1.476 4.225 2.053
H -0.772 3.808 3.634
H -1.796 2.157 0.005
H -1.610 2.251 -1.748
H -2.937 3.103 -0.964
H -2.140 5.143 -2.179
H -0.691 7.141 -2.087
H 1.315 7.134 -0.637
H 2.854 5.971 0.751
H 2.715 4.207 0.915
H 1.898 5.266 2.059
O 8.451 -2.994 1.172
N 7.917 -1.906 1.311
O 8.429 -0.973 1.910
C 6.614 -1.708 0.734
C 6.017 -2.732 0.004
C 4.790 -2.554 -0.590
C 4.065 -1.290 -0.495
O 3.044 -1.014 -1.138
C 4.706 -0.323 0.386
C 5.958 -0.505 0.929
N 4.028 0.874 0.677
O 2.796 0.903 0.611
O 4.657 1.862 1.049
N 4.260 -3.669 -1.334
O 3.162 -3.593 -1.844
O 4.956 -4.676 -1.412
H 6.524 -3.678 -0.111
H 6.400 0.271 1.536
C -2.539 -0.033 -3.235
As -0.759 -0.610 -3.732
C -0.142 -1.958 -2.486
C -1.105 -1.567 -5.390
S 0.413 1.051 -4.180
H -3.276 -0.745 -3.603
H -2.708 0.937 -3.701
H -2.637 0.050 -2.153
H -0.736 -2.856 -2.652
H -0.311 -1.630 -1.457
H 0.916 -2.189 -2.626
H -1.803 -2.386 -5.214
H -0.168 -1.950 -5.790
H -1.525 -0.858 -6.100
C -4.028 -2.287 4.696
C -2.758 -2.525 4.188
C -2.509 -2.355 2.833
C -3.512 -1.953 1.948
C -4.778 -1.694 2.487
C -5.036 -1.860 3.841
Si -3.146 -1.781 0.080
C -4.565 -0.667 -0.538
C -4.671 0.632 -0.024
C -5.632 1.522 -0.477
C -6.521 1.142 -1.476
C -6.443 -0.142 -1.997
C -5.480 -1.030 -1.534
C -3.474 -3.489 -0.696
C -3.453 -3.684 -2.082
C -3.696 -4.924 -2.652
C -3.967 -6.020 -1.844
C -3.969 -5.862 -0.465
C -3.716 -4.619 0.097
H -4.232 -2.430 5.751
H -1.957 -2.836 4.850
H -1.508 -2.533 2.452
H -5.577 -1.362 1.834
H -6.029 -1.662 4.231
H -3.982 0.938 0.759
H -5.691 2.518 -0.050
H -7.270 1.836 -1.839
H -7.145 -0.457 -2.762
H -5.452 -2.035 -1.941
H -3.255 -2.837 -2.734
H -3.676 -5.044 -3.730
H -4.170 -6.988 -2.287
H -4.177 -6.713 0.174
H -3.713 -4.511 1.176

[4]
DFT (wB97M-V/def2-TZVPD) results for C25H28BMnN8S2 as an isolated structure.

Computed properties:
Charge: -1
ΔE to the lowest compared entry with this formula, charge and spin: 0.0 kJ/mol
Spin multiplicity: 6
Kohn-Sham gap (alpha / beta): 0.2523 / 0.2535 hartree
Total energy: -91973.4745 eV
E_HOMO (alpha / beta): -3.9745 / -4.0077 eV
LUMO level (alpha / beta): 2.89 / 2.89 eV
Expectation value of S²: 8.75

Element x y z (Å)
Mn 0.189 0.162 -0.136
C -3.726 1.082 -0.078
N -2.857 -0.100 -0.191
C -2.972 -0.838 1.073
C -1.915 -1.907 1.309
N -0.578 -1.387 1.664
C 0.396 -2.479 1.541
C -0.570 -0.816 3.003
C -0.569 -1.662 4.109
C -0.504 -1.177 5.404
C -0.446 0.198 5.605
C -0.478 1.051 4.521
C -0.556 0.581 3.195
S -0.624 1.748 1.914
C -3.216 -0.890 -1.342
C -4.555 -0.979 -1.723
C -4.954 -1.636 -2.874
C -3.992 -2.240 -3.669
C -2.666 -2.199 -3.287
C -2.236 -1.533 -2.126
S -0.539 -1.667 -1.733
H -3.893 1.518 -1.060
H -3.239 1.813 0.563
H -4.705 0.836 0.357
H -3.960 -1.322 1.124
H -2.915 -0.109 1.882
H -1.807 -2.521 0.415
H -2.280 -2.548 2.126
H 0.115 -3.367 2.122
H 1.372 -2.133 1.880
H 0.468 -2.764 0.492
H -0.622 -2.735 3.965
H -0.502 -1.861 6.244
H -0.365 0.599 6.609
H -0.439 2.124 4.660
H -5.314 -0.517 -1.104
H -6.001 -1.659 -3.152
H -4.272 -2.753 -4.582
H -1.900 -2.679 -3.883
C 3.230 1.592 2.896
C 2.493 0.496 2.434
N 2.127 0.672 1.171
N 2.617 1.868 0.794
C 3.279 2.443 1.813
B 2.551 2.378 -0.660
N 1.137 2.886 -1.065
C 0.776 4.138 -1.385
C -0.498 4.103 -1.915
C -0.848 2.748 -1.878
N 0.141 2.029 -1.367
N 2.891 1.195 -1.583
C 3.811 1.129 -2.561
C 3.704 -0.107 -3.165
C 2.652 -0.734 -2.479
N 2.180 0.057 -1.528
H 3.652 1.739 3.875
H 2.209 -0.389 2.980
H 3.746 3.408 1.703
H 3.341 3.268 -0.806
H 1.447 4.966 -1.225
H -1.090 4.927 -2.276
H -1.742 2.263 -2.231
H 4.477 1.952 -2.764
H 4.287 -0.497 -3.981
H 2.221 -1.708 -2.643